ORCA calculation (ωB97M-V with the def2-TZVPD basis set) on a structure of composition C27H25BrN3OPdS.

* electronic energy: -119244.8742 eV
* max |F|: 5.131 eV/Å
* HOMO-LUMO gap (spin up / spin down): 5.41 / 3.86 eV
* net charge: +3
* multiplicity: 5
* ⟨S²⟩: 6.0483
* relative energy (zero: lowest compared OMol25 entry of this formula, charge and spin): 0.0 kJ/mol
* HOMO level (spin up / spin down): -0.58248 / -0.63230 Ha

Geometry as XYZ:
```
59
Properties=species:S:1:pos:R:3:forces:R:3
Pd 1.29846 0.43328 1.22232 0.702 -0.717 1.219
C -1.75478 5.10098 2.59857 -0.111 0.197 0.046
C -1.22292 3.71113 2.75489 -0.211 -0.122 0.419
C -1.57770 2.90643 3.83982 0.282 -0.067 -0.395
C -1.06096 1.61580 3.95071 0.298 -0.237 -0.330
C -0.19378 1.15539 2.96562 -1.252 1.757 0.716
Br 0.45627 -0.72691 3.28276 -0.711 1.521 1.989
N 0.17285 1.93790 1.87814 -2.525 0.103 3.737
C -0.35062 3.17954 1.81100 0.497 -0.719 -0.275
H -2.42569 5.36842 3.42164 0.173 -0.100 -0.182
H -2.31906 5.18702 1.66447 0.127 0.102 0.098
H -0.93124 5.82212 2.58935 -0.160 -0.040 -0.084
H -2.25668 3.27648 4.60455 0.123 -0.030 -0.135
H -1.33734 0.99201 4.79376 0.114 -0.010 -0.128
H -0.03806 3.75774 0.94495 -0.074 0.045 0.123
N 1.94123 1.41005 -0.41292 0.860 0.203 -1.375
C 2.79715 0.50295 -1.07243 0.560 0.814 -1.321
C 3.42019 0.88440 -2.26831 0.534 -0.501 -0.502
C 4.26651 0.00036 -2.93079 -0.411 1.110 -0.168
C 4.49265 -1.26713 -2.40013 0.200 -0.508 0.028
C 3.87187 -1.65806 -1.20134 0.050 -0.451 0.101
C 4.08441 -2.92850 -0.64863 0.222 -0.266 -0.146
C 3.45423 -3.28119 0.53800 0.003 0.140 -0.037
C 2.62932 -2.34780 1.13447 -0.238 0.393 0.352
N 2.40026 -1.11617 0.63302 3.407 -1.979 -1.471
C 3.01079 -0.76955 -0.51996 0.459 -1.051 0.156
H 2.36862 2.27329 -0.21876 1.559 1.359 0.792
H 1.21653 1.74411 -0.98640 -1.531 0.004 -1.487
H 3.24752 1.87180 -2.68704 -0.018 -0.074 0.112
H 4.74897 0.29780 -3.85822 -0.066 -0.034 0.146
H 5.15586 -1.95059 -2.92559 -0.066 0.007 0.149
H 4.73871 -3.64503 -1.13801 -0.034 0.132 -0.037
H 3.60247 -4.25700 0.98526 -0.016 0.100 0.019
H 2.11096 -2.56835 2.06298 0.111 -0.045 -0.152
O 0.17133 -1.49422 0.74975 -1.124 -0.812 -0.778
S -0.54344 -0.40962 -0.00517 -4.100 -1.801 -2.505
C -0.72244 -1.03615 -1.69724 0.807 0.050 -1.161
C -0.60127 -2.40227 -1.97789 0.184 -0.159 0.408
C -0.73474 -2.86604 -3.28758 -0.018 0.324 0.197
C -0.98131 -1.96687 -4.32405 0.014 0.071 0.097
C -1.09062 -0.60324 -4.05427 -0.021 -0.103 0.244
C -0.95823 -0.13705 -2.74460 0.176 0.146 0.130
C -2.30235 -0.62389 0.38576 -0.955 0.428 0.979
C -2.75611 -1.76258 1.06208 0.465 -0.230 0.163
C -4.11069 -1.90848 1.36643 0.225 0.235 -0.225
C -5.01791 -0.91428 1.00366 0.130 0.014 -0.005
C -4.57261 0.22859 0.34082 0.313 -0.173 -0.071
C -3.21790 0.37675 0.03570 0.195 0.248 -0.002
H -0.40172 -3.11058 -1.17656 -0.072 0.098 -0.107
H -0.64284 -3.92865 -3.49773 -0.051 0.183 0.105
H -1.08333 -2.32962 -5.34394 0.008 0.078 0.183
H -1.27573 0.09658 -4.86525 0.006 -0.084 0.199
H -1.03776 0.92942 -2.55183 -0.055 -0.030 -0.020
H -2.05588 -2.54193 1.35540 -0.122 0.130 -0.031
H -4.45548 -2.79725 1.88881 0.131 0.134 -0.126
H -6.07249 -1.02901 1.24185 0.193 0.033 -0.039
H -5.28093 1.00529 0.06379 0.196 -0.118 0.007
H -2.88666 1.27702 -0.47483 -0.034 -0.040 0.036
H 2.61411 1.03536 2.09911 0.650 0.342 0.342
```
Positions in Å, forces in eV/Å.

These are the Löwdin partial charges, in e, on atoms 1 to 8: 0.6621 -0.0149 -0.2185 0.0447 -0.0584 -0.5573 0.9295 -0.1247